# 1
A single C4H5NO2 molecule, computed with ωB97M-V/def2-TZVPD.

Structure (XYZ):
```
12
C4H5NO2 | OMol25 | ωB97M-V/def2-TZVPD
O 1.336 0.611 -1.626
C 1.252 -0.245 -0.777
C 0.680 0.209 0.543
C -0.348 1.196 0.296
N -0.635 -0.145 1.067
C -1.256 -1.103 0.224
O -0.812 -1.441 -0.850
H 1.665 -1.252 -0.915
H 1.392 0.377 1.348
H -0.805 1.174 -0.687
H -0.297 2.185 0.754
H -2.172 -1.566 0.621
```

Results
- gap between HOMO and LUMO (Ha) = 0.3826
- relative energy (zero: lowest compared OMol25 entry of this formula, charge and spin) (kcal per mole) = 62.5
- SMILES = O=C[C@H]1CN1C=O
- highest occupied orbital energy (eV) = -9.774
- total charge = 0

Partial charges, Mulliken, in e: number 1, O, carries -0.48; number 2, C, carries 0.03; number 3, C, carries 0.06; number 4, C, carries -0.44; number 5, N, carries -0.47; number 6, C, carries 0.15; number 7, O, carries -0.47; number 8, H, carries 0.35; number 9, H, carries 0.37; number 10, H, carries 0.23; number 11, H, carries 0.26; number 12, H, carries 0.41

# 2
A molecular structure, C16H14N4O7S3SbTi, computed with ωB97M-V/def2-TZVPD.

Structure (XYZ):
```
46
C16H14N4O7S3SbTi | OMol25 | ωB97M-V/def2-TZVPD
Ti 1.517 -0.956 -0.438
C -1.972 -2.341 0.191
C -1.520 -1.589 -0.891
C -1.003 -2.227 -2.013
C -0.957 -3.618 -2.058
C -1.404 -4.361 -0.981
C -1.913 -3.722 0.146
H -2.366 -1.837 1.065
H -1.598 -0.511 -0.848
H -0.673 -1.656 -2.871
H -0.564 -4.114 -2.935
H -1.349 -5.441 -1.013
H -2.256 -4.306 0.990
O 4.109 -0.254 2.289
C 3.106 0.064 1.716
O 2.938 -0.138 0.395
C 1.972 0.781 2.374
C 2.225 1.478 3.541
C 1.204 2.183 4.152
C -0.074 2.217 3.628
C -0.309 1.531 2.459
C 0.678 0.761 1.812
O 0.377 0.026 0.782
N -1.656 1.610 1.886
O -1.753 1.713 0.676
O -2.594 1.604 2.654
N 1.479 2.927 5.387
O 0.557 3.540 5.889
O 2.604 2.871 5.839
H 3.218 1.464 3.969
H -0.861 2.769 4.119
S 2.260 -5.022 -2.315
Sb 3.349 -3.452 -0.884
S 2.657 -1.657 -2.359
S 1.517 -2.913 0.658
C -0.719 1.828 -4.650
N -0.757 1.955 -3.195
C -1.815 2.759 -2.581
C 0.009 1.210 -2.453
N 0.692 0.548 -1.797
H -0.649 2.820 -5.095
H -1.622 1.333 -5.010
H 0.152 1.246 -4.941
H -2.792 2.357 -2.853
H -1.734 3.787 -2.935
H -1.709 2.734 -1.501
```

Results
- gap between HOMO and LUMO (alpha / beta) (Ha) = 0.2888 / 0.2308
- relative energy (zero: lowest compared OMol25 entry of this formula, charge and spin) (kcal per mole) = 4.3
- <S²> = 0.755
- multiplicity = 2
- highest occupied orbital energy (alpha / beta) (eV) = -9.007 / -8.866
- total charge = 0

Partial charges, Mulliken, in e: number 1, Ti, carries 0.58; number 2, C, carries -0.47; number 3, C, carries -0.14; number 4, C, carries -0.22; number 5, C, carries -0.57; number 6, C, carries -0.46; number 7, C, carries -0.60; number 8, H, carries 0.44; number 9, H, carries 0.37; number 10, H, carries 0.29; number 11, H, carries 0.61; number 12, H, carries 0.36; number 13, H, carries 0.38; number 14, O, carries -0.58; number 15, C, carries 0.20; number 16, O, carries -0.21; number 17, C, carries 0.41; number 18, C, carries -0.53; number 19, C, carries -0.48; number 20, C, carries -0.45; number 21, C, carries -0.13; number 22, C, carries 0.80; number 23, O, carries 0.00; number 24, N, carries 0.88; number 25, O, carries -0.54; number 26, O, carries -0.57; number 27, N, carries 1.04; number 28, O, carries -0.63; number 29, O, carries -0.62; number 30, H, carries 0.61; number 31, H, carries 0.61; number 32, S, carries -0.27; number 33, Sb, carries 0.44; number 34, S, carries -0.46; number 35, S, carries -0.52; number 36, C, carries -0.99; number 37, N, carries -0.01; number 38, C, carries -0.75; number 39, C, carries 0.34; number 40, N, carries -0.05; number 41, H, carries 0.34; number 42, H, carries 0.32; number 43, H, carries 0.35; number 44, H, carries 0.32; number 45, H, carries 0.35; number 46, H, carries 0.19

# 3
A molecular structure, C4H12NO2, computed with ωB97M-V/def2-TZVPD.

Structure (XYZ):
```
19
C4H12NO2 | OMol25 | ωB97M-V/def2-TZVPD
C 0.936 0.591 -1.986
C -0.196 0.100 -1.034
C -0.152 0.893 0.266
C -1.192 0.533 1.316
O -1.132 -0.804 1.850
N -0.085 -1.328 -0.825
H 1.764 -0.111 -1.841
H 1.164 1.636 -1.771
H 0.636 0.473 -3.025
H -1.101 0.275 -1.637
H -0.397 1.924 -0.042
H 0.908 0.999 0.531
H -2.146 0.520 0.770
H -1.094 1.167 2.205
H -0.770 -1.856 -1.338
H -0.173 -1.587 0.156
H 1.892 -0.923 1.948
H -0.043 -1.074 2.104
O 1.182 -1.427 2.354
```

Results
- gap between HOMO and LUMO (Ha) = 0.2841
- relative energy (zero: lowest compared OMol25 entry of this formula, charge and spin) (kcal per mole) = 15.8
- highest occupied orbital energy (eV) = -3.744
- total charge = -1

Partial charges, Mulliken, in e: number 1, C, carries -1.49; number 2, C, carries 0.59; number 3, C, carries -0.84; number 4, C, carries -0.63; number 5, O, carries -0.71; number 6, N, carries -0.68; number 7, H, carries 0.35; number 8, H, carries 0.32; number 9, H, carries 0.37; number 10, H, carries 0.23; number 11, H, carries 0.38; number 12, H, carries 0.36; number 13, H, carries 0.33; number 14, H, carries 0.30; number 15, H, carries 0.21; number 16, H, carries 0.35; number 17, H, carries 0.18; number 18, H, carries 0.33; number 19, O, carries -0.94

# 4
A molecular structure, C4H10N4O, computed with ωB97M-V/def2-TZVPD.

Structure (XYZ):
```
19
C4H10N4O | OMol25 | ωB97M-V/def2-TZVPD
C -1.376 -1.831 2.104
C -0.763 -1.377 0.868
C 0.336 -0.148 -1.365
C 1.132 1.649 -0.006
H -2.041 -0.898 2.907
H -0.658 -2.585 2.712
H -2.289 -2.742 1.852
H -1.003 -0.269 0.602
H 1.944 -2.002 -0.914
H 1.667 1.046 0.801
H 0.955 2.771 0.633
H 1.930 2.124 -0.666
H -1.254 2.311 -1.803
H 0.036 1.735 -2.580
N 0.357 -1.776 0.386
N 1.064 -1.122 -0.628
N 0.049 1.077 -0.758
N -0.237 2.256 -1.531
O 0.151 -0.218 -2.614
```

Results
- gap between HOMO and LUMO (Ha) = 0.3428
- relative energy (zero: lowest compared OMol25 entry of this formula, charge and spin) (kcal per mole) = 187.7
- highest occupied orbital energy (eV) = -9.020
- total charge = 0

Partial charges, Mulliken, in e: number 1, C, carries -0.91; number 2, C, carries 0.31; number 3, C, carries 0.44; number 4, C, carries -0.88; number 5, H, carries 0.25; number 6, H, carries 0.29; number 7, H, carries 0.22; number 8, H, carries 0.21; number 9, H, carries 0.39; number 10, H, carries 0.32; number 11, H, carries 0.27; number 12, H, carries 0.33; number 13, H, carries 0.27; number 14, H, carries 0.35; number 15, N, carries -0.54; number 16, N, carries -0.03; number 17, N, carries 0.24; number 18, N, carries -0.88; number 19, O, carries -0.64

# 5
A molecular structure, C20H32BN6Ni, computed with ωB97M-V/def2-TZVPD.

Structure (XYZ):
```
60
C20H32BN6Ni | OMol25 | ωB97M-V/def2-TZVPD
Ni 0.752 0.270 0.230
C 0.673 -1.986 2.972
C -0.489 -2.062 2.036
C -1.646 -2.867 2.076
C -2.375 -2.505 0.960
C -3.694 -3.013 0.477
N -1.681 -1.549 0.313
N -0.525 -1.277 0.976
B -1.990 -0.762 -0.980
N -0.848 -0.989 -2.003
N 0.425 -0.621 -1.681
C 1.189 -0.934 -2.714
C 2.658 -0.671 -2.672
C 0.408 -1.509 -3.736
C -0.877 -1.525 -3.236
C -2.138 -2.023 -3.863
N -2.124 0.746 -0.682
N -1.054 1.408 -0.163
C -1.421 2.664 0.014
C -0.446 3.640 0.586
C -2.761 2.835 -0.399
C -3.166 1.589 -0.829
C -4.487 1.150 -1.371
H 0.539 -2.676 3.807
H 0.799 -0.970 3.347
H 1.603 -2.221 2.452
H -1.912 -3.607 2.815
H -4.055 -3.780 1.162
H -3.624 -3.452 -0.520
H -4.445 -2.222 0.428
H -3.028 -1.165 -1.448
H 2.936 -0.248 -1.709
H 2.957 0.027 -3.458
H 3.225 -1.593 -2.818
H 0.736 -1.867 -4.700
H -1.919 -2.411 -4.858
H -2.883 -1.232 -3.962
H -2.594 -2.824 -3.278
H 0.475 3.112 0.845
H -0.845 4.112 1.488
H -0.215 4.435 -0.129
H -3.351 3.738 -0.382
H -5.162 2.005 -1.402
H -4.947 0.377 -0.753
H -4.401 0.746 -2.381
C 3.135 1.644 3.337
C 3.448 1.367 1.860
C 4.536 0.283 1.798
C 4.015 2.652 1.239
C 2.182 0.923 1.174
H 4.025 1.967 3.894
H 2.734 0.743 3.810
H 2.369 2.420 3.417
H 5.448 0.585 2.334
H 4.799 0.075 0.756
H 4.163 -0.647 2.235
H 4.915 3.000 1.764
H 3.264 3.446 1.270
H 4.270 2.480 0.189
H 2.425 0.772 0.071
```

Results
- gap between HOMO and LUMO (alpha / beta) (Ha) = 0.1685 / 0.2006
- <S²> = 2.025
- multiplicity = 3
- highest occupied orbital energy (alpha / beta) (eV) = -1.869 / -2.741
- total charge = -1

Partial charges, Mulliken, in e: number 1, Ni, carries -0.56; number 2, C, carries -1.34; number 3, C, carries 0.79; number 4, C, carries -1.43; number 5, C, carries 0.95; number 6, C, carries -1.25; number 7, N, carries 0.58; number 8, N, carries -0.12; number 9, B, carries -0.72; number 10, N, carries 0.69; number 11, N, carries -0.32; number 12, C, carries 0.66; number 13, C, carries -0.80; number 14, C, carries -1.45; number 15, C, carries 0.99; number 16, C, carries -1.27; number 17, N, carries 0.75; number 18, N, carries -0.27; number 19, C, carries 0.68; number 20, C, carries -0.80; number 21, C, carries -1.50; number 22, C, carries 0.98; number 23, C, carries -1.25; number 24, H, carries 0.35; number 25, H, carries 0.19; number 26, H, carries 0.23; number 27, H, carries 0.40; number 28, H, carries 0.34; number 29, H, carries 0.20; number 30, H, carries 0.19; number 31, H, carries -0.13; number 32, H, carries -0.05; number 33, H, carries 0.26; number 34, H, carries 0.29; number 35, H, carries 0.43; number 36, H, carries 0.34; number 37, H, carries 0.20; number 38, H, carries 0.21; number 39, H, carries -0.06; number 40, H, carries 0.28; number 41, H, carries 0.25; number 42, H, carries 0.41; number 43, H, carries 0.34; number 44, H, carries 0.20; number 45, H, carries 0.20; number 46, C, carries -1.65; number 47, C, carries 3.23; number 48, C, carries -1.67; number 49, C, carries -1.66; number 50, C, carries -1.03; number 51, H, carries 0.44; number 52, H, carries 0.28; number 53, H, carries 0.31; number 54, H, carries 0.45; number 55, H, carries 0.31; number 56, H, carries 0.32; number 57, H, carries 0.45; number 58, H, carries 0.29; number 59, H, carries 0.33; number 60, H, carries -0.44

# 6
2 unconnected molecules or ions with the total composition C4H14N2O, computed with ωB97M-V/def2-TZVPD.

Structure (XYZ):
```
21
C4H14N2O | OMol25 | ωB97M-V/def2-TZVPD
C -1.364 0.527 0.927
N -0.683 -0.285 -0.109
C 0.713 -0.669 0.422
C 0.669 -1.477 1.891
C 1.433 0.659 0.611
N 2.851 0.549 0.121
H -1.027 1.703 0.835
H -1.098 0.336 1.951
H -2.469 0.326 0.869
H -1.252 -1.207 -0.250
H 1.195 -1.258 -0.368
H 0.897 -2.573 1.651
H 1.308 -0.912 2.685
H -0.256 -1.523 2.356
H 1.326 1.135 1.653
H 0.777 1.305 -0.076
H 3.312 1.148 0.715
H 3.314 -0.375 -0.037
O -2.867 0.927 -5.151
H -3.098 0.847 -6.178
H -3.680 0.816 -4.518
```

Results
- gap between HOMO and LUMO (Ha) = 0.3581
- relative energy (zero: lowest compared OMol25 entry of this formula, charge and spin) (kcal per mole) = 84.5
- SMILES = CN[C@H](C)CN.O
- highest occupied orbital energy (eV) = -8.838
- total charge = 0

Partial charges, Mulliken, in e: number 1, C, carries -0.81; number 2, N, carries -0.50; number 3, C, carries 0.09; number 4, C, carries -1.14; number 5, C, carries -0.50; number 6, N, carries -0.59; number 7, H, carries 0.20; number 8, H, carries 0.28; number 9, H, carries 0.35; number 10, H, carries 0.28; number 11, H, carries 0.49; number 12, H, carries 0.29; number 13, H, carries 0.27; number 14, H, carries 0.40; number 15, H, carries 0.30; number 16, H, carries 0.17; number 17, H, carries 0.22; number 18, H, carries 0.21; number 19, O, carries -0.67; number 20, H, carries 0.34; number 21, H, carries 0.33

Max |F| readings, ordered: 1.04; 0.59; 2.84; 7.10; 0.84; 3.84 eV/A